No. 1
The following is a quantum chemistry calculation of C5H6O4P as an isolated structure, from the Open Molecules 2025 dataset.

LUMO energy: 3.918 eV
net charge: -1
energy above the lowest of the compared OMol25 structures with the same formula, charge and spin: 0.0 kcal per mole
gap between HOMO and LUMO: 0.2679 Eh

The geometry in XYZ format:
```
16
Properties=species:S:1:pos:R:3:forces:R:3
C -2.6742 -1.1897 0.1935 0.25 -3.47 -1.14
C -1.2740 -1.0111 0.4002 1.00 -0.09 1.16
C -3.0807 -0.0776 -0.3661 -3.27 2.50 -0.49
C -1.0187 0.3049 0.2211 0.16 0.94 -0.38
C 3.0046 1.2625 -0.0944 -0.96 -2.54 1.59
O 2.0758 -0.9298 1.2097 -0.22 -0.36 0.63
O 1.6375 -0.7599 -1.3440 -0.62 -0.84 -2.03
O -2.1610 0.8778 -0.2480 0.47 1.89 -0.70
O -0.0047 1.0972 0.3506 1.65 -1.35 -0.36
P 1.8750 -0.2000 -0.0414 -0.21 2.30 1.63
H -3.2618 -2.1088 0.0597 0.51 0.30 0.52
H -0.4090 -1.5850 0.6432 -0.27 -1.12 0.49
H -4.0447 0.2887 -0.7948 0.92 -0.66 0.59
H 2.6216 1.7776 0.8500 1.18 -0.13 -1.50
H 3.9514 0.5807 0.0346 -1.26 2.13 -0.33
H 2.7631 1.6725 -1.0739 0.67 0.52 0.32
```
Positions in Å, forces in eV/Å.

No. 2
The following is a quantum chemistry calculation of a 2-piece molecular cluster, C5H6OS overall, from the Open Molecules 2025 dataset.

LUMO energy: 0.715 eV
energy above the lowest of the compared OMol25 structures with the same formula, charge and spin: 72.0 kcal per mole
structure (SMILES): C=C=O.CC#CS
gap between HOMO and LUMO: 0.3410 Eh

The geometry in XYZ format:
```
13
Properties=species:S:1:pos:R:3:forces:R:3
C -1.2104 2.6004 -0.1428 0.54 -2.00 0.36
C -1.4555 1.2953 0.0992 0.57 0.81 0.67
O -1.7161 0.1955 0.4219 0.16 1.94 -0.79
H -0.2618 3.1497 -0.2086 -0.30 -1.07 -0.02
H -2.0678 3.2077 -0.1373 -1.14 0.56 -0.10
C -0.2671 -2.2781 -0.3814 -0.22 2.28 2.83
C 0.8018 -1.2580 -0.2665 1.57 1.68 0.07
C 1.6667 -0.4076 -0.0501 -1.66 -2.30 -0.89
S 3.0797 0.5235 0.1273 -0.46 -0.02 0.62
H -0.1967 -2.7604 0.6187 -0.35 -0.27 -0.75
H -1.2523 -1.7601 -0.4051 0.70 -0.64 -0.28
H -0.1303 -2.9558 -1.1547 0.28 -1.20 -1.39
H 3.0098 0.4478 1.4795 0.33 0.23 -0.32
```
Positions in Å, forces in eV/Å.

No. 3
The following is a quantum chemistry calculation of C5H6OS as an isolated structure, from the Open Molecules 2025 dataset.

LUMO energy: 0.790 eV
energy above the lowest of the compared OMol25 structures with the same formula, charge and spin: 53.5 kcal per mole
gap between HOMO and LUMO: 0.3528 Eh

The geometry in XYZ format:
```
13
Properties=species:S:1:pos:R:3:forces:R:3
C 0.6423 -0.7778 0.7893 -0.31 0.22 -0.01
C -0.7003 0.0234 0.9333 0.14 -1.38 1.00
C 1.0389 0.3855 -0.1314 3.96 0.38 0.17
C 0.0506 0.3838 -1.2237 -1.10 0.14 -1.57
C -1.1697 0.0804 -0.5321 -1.74 0.37 0.82
H 1.1735 -0.8220 1.7573 -0.13 0.21 -0.71
H 0.6160 -1.7527 0.2859 -0.20 0.22 0.31
H -1.3449 -0.2559 1.7911 0.04 0.41 -0.84
H 2.1183 0.5631 -0.4454 -1.33 -0.27 0.52
H 0.0810 1.0357 -2.0964 0.23 -0.16 0.30
H -2.1780 0.4303 -0.7620 0.40 0.12 -0.04
O -0.6341 -0.8729 -1.4143 0.38 -0.50 -0.20
S 0.3063 1.5792 1.0484 -0.35 0.23 0.24
```
Positions in Å, forces in eV/Å.

No. 4
The following is a quantum chemistry calculation of the molecule C5H6OS, from the Open Molecules 2025 dataset.

LUMO energy: 0.685 eV
energy above the lowest of the compared OMol25 structures with the same formula, charge and spin: 51.2 kcal per mole
structure (SMILES): O=C[C@@H]1C=CSC1
gap between HOMO and LUMO: 0.3350 Eh

The geometry in XYZ format:
```
13
Properties=species:S:1:pos:R:3:forces:R:3
O -2.5931 -0.8948 -0.4632 0.23 2.04 0.67
C -1.9372 0.0584 -0.1090 3.35 -1.36 -0.91
C -0.3808 -0.0553 0.4376 -2.08 0.55 -0.67
C 0.4010 1.2424 -0.0315 -1.34 -3.34 0.92
C 1.6507 0.9520 -0.3028 1.31 -1.95 0.31
S 2.2336 -0.8506 -0.1957 -1.49 3.04 -0.25
C 0.4733 -1.2604 0.0275 0.94 -1.24 3.39
H -2.0523 1.1856 -0.1593 -1.51 -0.90 -0.04
H -0.7692 -0.1294 1.4988 1.42 0.57 -0.39
H -0.2179 2.0608 -0.3088 0.29 1.14 0.23
H 2.4550 1.5872 -0.5055 0.78 1.15 -0.73
H 0.1023 -1.8619 -0.7246 -0.91 -0.63 -2.20
H 0.6346 -2.0341 0.8365 -0.99 0.95 -0.32
```
Positions in Å, forces in eV/Å.

No. 5
The following is a quantum chemistry calculation of the molecule C5H6OS2, from the Open Molecules 2025 dataset.

LUMO energy: 0.280 eV
energy above the lowest of the compared OMol25 structures with the same formula, charge and spin: 101.6 kcal per mole
structure (SMILES): C#CCOC(=S)SC
gap between HOMO and LUMO: 0.3333 Eh

The geometry in XYZ format:
```
14
Properties=species:S:1:pos:R:3:forces:R:3
C 2.2766 1.2868 2.0115 -4.84 1.07 -3.44
C 1.2052 1.7684 1.4401 6.43 -3.50 3.12
C 0.0586 2.0533 0.5243 -0.02 0.00 1.50
O -0.9555 1.0024 0.5305 -0.31 0.16 1.22
C -0.6996 -0.2132 0.0169 0.41 0.99 -0.95
S -1.6803 -1.5155 0.1512 -0.35 1.22 1.00
S 0.7155 -0.1028 -1.0809 -0.13 -2.39 0.21
C 0.3678 -1.7774 -1.7059 1.23 -2.16 -2.27
H 3.1874 0.5819 2.2306 -2.29 2.15 -0.24
H -0.4349 3.0176 0.8479 0.28 -1.26 -0.84
H 0.4787 2.0238 -0.4678 -0.01 1.00 -0.44
H -0.5347 -1.5981 -2.2617 -0.46 -0.25 -0.39
H 0.0526 -2.5275 -0.9290 1.04 1.05 -0.59
H 1.0808 -2.3328 -2.5097 -0.98 1.93 2.13
```
Positions in Å, forces in eV/Å.

No. 6
The following is a quantum chemistry calculation of the molecule C5H6S, from the Open Molecules 2025 dataset.

LUMO energy: -0.558 eV
energy above the lowest of the compared OMol25 structures with the same formula, charge and spin: 29.8 kcal per mole
structure (SMILES): C=CC(=C)C=S
gap between HOMO and LUMO: 0.3012 Eh

The geometry in XYZ format:
```
12
Properties=species:S:1:pos:R:3:forces:R:3
C 0.5177 0.5874 -2.4014 1.33 0.92 -0.54
C -0.3795 -0.1830 -1.8559 -2.37 -0.25 1.21
C -0.6633 -0.2715 -0.3764 1.96 0.49 -1.24
C -1.4722 -1.1608 0.1345 -0.15 -0.86 1.79
C 0.1095 0.6150 0.5350 0.62 -0.14 0.38
S 0.8752 0.1788 1.9155 -0.65 0.35 -1.01
H 0.4852 0.7470 -3.4706 0.42 -0.19 -0.06
H 1.3052 1.0839 -1.8312 -0.36 0.10 -0.15
H -1.0728 -0.7121 -2.5287 0.15 0.19 0.54
H -1.4150 -1.4117 1.1935 -0.33 0.57 -0.04
H -2.1435 -1.7495 -0.4116 -0.63 -0.81 -1.08
H 0.1652 1.6592 0.1863 0.02 -0.36 0.21
```
Positions in Å, forces in eV/Å.

No. 7
The following is a quantum chemistry calculation of the molecule C5H6S, from the Open Molecules 2025 dataset.

LUMO energy: 0.594 eV
energy above the lowest of the compared OMol25 structures with the same formula, charge and spin: 7.6 kcal per mole
structure (SMILES): SC1C=CC=C1
gap between HOMO and LUMO: 0.3342 Eh

The geometry in XYZ format:
```
12
Properties=species:S:1:pos:R:3:forces:R:3
S 0.0140 -1.0085 -1.6249 0.09 -0.21 -0.21
C 0.6361 -0.1686 -0.1387 0.03 0.25 0.25
C 0.2594 1.2978 -0.0852 0.18 0.59 -0.45
C -0.3831 1.5926 1.0753 1.03 -0.45 -1.21
C -0.5035 0.3361 1.8500 0.42 -0.87 -1.07
C 0.0628 -0.6923 1.1622 0.07 0.32 0.21
H -1.2767 -0.7237 -1.4649 -0.24 0.09 0.11
H 1.7365 -0.3498 -0.2754 -0.81 0.37 0.49
H 0.4808 1.9560 -0.9642 -0.23 -0.53 1.18
H -0.6644 2.6062 1.3522 -0.25 -0.43 0.12
H -1.0577 0.2155 2.7533 -0.11 0.08 0.55
H 0.1273 -1.7625 1.4147 -0.18 0.79 0.04
```
Positions in Å, forces in eV/Å.

No. 8
The following is a quantum chemistry calculation of a 2-piece molecular cluster, C5H6S overall, from the Open Molecules 2025 dataset.

LUMO energy: 0.642 eV
energy above the lowest of the compared OMol25 structures with the same formula, charge and spin: 102.8 kcal per mole
structure (SMILES): SC1=C=C1.C=C
gap between HOMO and LUMO: 0.3625 Eh

The geometry in XYZ format:
```
12
Properties=species:S:1:pos:R:3:forces:R:3
S 1.4659 -1.5755 0.3613 1.54 -0.19 -0.33
C 1.8283 0.0622 0.0898 -1.29 1.04 -0.89
C 1.2350 1.3935 0.1109 1.40 -0.76 -0.37
C 2.3507 1.0396 -0.6791 -1.18 -0.83 1.63
H 0.3503 -1.3989 1.0187 -0.80 0.28 0.53
H 3.0528 1.2270 -1.4388 0.69 0.45 -0.66
C -1.5589 0.0972 0.7491 -1.88 -1.71 -0.24
C -1.8572 -0.2952 -0.4704 0.36 -0.14 0.03
H -2.0437 -0.5528 1.4903 0.53 1.01 0.58
H -0.9757 0.9719 0.8325 0.65 0.58 0.95
H -2.4507 -1.1121 -0.7754 -0.77 -1.02 0.32
H -1.3968 0.1431 -1.2888 0.74 1.28 -1.55
```
Positions in Å, forces in eV/Å.